C2H11BNO3P2S | the ωB97M-V functional and the def2-TZVPD basis

HOMO-LUMO gap = 9.698 eV

Geometry as ORCA input:
```
! RIJCOSX wB97M-V def2-TZVPD def2/J DEFGRID3
* xyz 1 1
S -0.68 0.49 -0.91
P -1.98 -0.73 0.54
P -0.03 2.34 0.04
O 1.27 -0.54 -2.56
O 0.42 3.26 -1.00
O -2.48 0.54 1.42
N -3.23 -0.90 -0.53
C 1.52 -1.21 1.23
C 2.07 -0.69 -0.11
B 1.09 -0.36 -1.25
H 0.95 1.87 0.91
H -3.30 -0.36 -1.39
H 0.65 -1.86 1.11
H 2.80 -1.38 -0.53
H -1.17 2.64 0.79
H 1.28 -0.40 1.92
H -2.12 0.53 2.31
H 2.62 0.24 0.08
H -3.49 -1.87 -0.68
H 1.52 0.20 -3.13
H 2.28 -1.81 1.73
*
```

Here are the Mulliken charges for atoms 1 to 4, given in e: number 1, S, carries -0.141; number 2, P, carries 0.390; number 3, P, carries 0.459; number 4, O, carries -0.364